Entry from OMol25: a cluster of 12 separate species, C56H141F6N11O22S2 in total in a non-equilibrium geometry (the ωB97M-V functional and the def2-TZVPD basis).

Output
E (a.u.): -5870.54830
Charge: +1
LUMO level (alpha / beta) (eV): -1.54 / -7.23
Expectation value of S²: 0.7587
Spin multiplicity: 2

```
238
C56H141F6N11O22S2 (the ωB97M-V functional and the def2-TZVPD basis)
S 1.978 1.675 0.209
S -0.422 0.819 0.321
F 3.890 0.203 1.404
F -2.086 1.021 2.499
F -3.032 -0.017 0.727
F -1.544 -1.083 2.000
F 4.391 0.962 -0.558
F 3.017 -0.674 -0.497
O -0.318 -0.146 -0.788
O 7.036 3.162 -4.624
O 1.625 1.976 -1.158
O -2.278 -3.440 -5.452
O 4.402 -1.515 4.202
O 4.106 -5.804 1.510
O -0.622 -0.918 4.619
O 0.108 -4.781 -1.394
O -7.169 0.663 1.279
O 3.069 6.226 3.457
O 2.609 2.761 0.921
O -0.939 2.133 -0.011
O -9.829 0.713 -2.277
O 1.638 5.233 -4.436
O -1.290 3.087 6.614
O 1.368 -0.110 -4.970
O 8.178 -4.012 -1.032
O -0.809 -6.688 2.777
O -4.772 3.592 -0.405
O 1.619 -0.092 3.483
O -1.093 8.335 -1.192
O -4.988 -1.887 3.772
N -3.290 4.485 -3.647
N -3.239 -4.871 2.715
N 1.962 -3.728 1.136
N 0.800 4.916 4.874
N 1.564 -2.696 3.851
N 0.824 0.832 1.250
N 4.375 -4.667 -1.011
N 1.317 -3.030 -6.306
N -0.536 5.693 -2.588
N 3.673 3.708 -3.001
N -6.635 -0.894 -1.555
C 2.456 4.983 3.002
C 5.426 -2.974 0.367
C -5.805 -0.089 -0.641
C 2.795 -5.853 2.055
C -3.537 -3.420 2.799
C 0.960 4.816 3.422
C 3.443 0.385 0.151
C 8.212 3.931 -4.850
C -1.732 7.088 -0.819
C 0.241 -3.165 4.234
C -2.351 -5.200 1.670
C 0.911 -3.597 -1.215
C 0.048 -5.122 -2.785
C 5.560 -3.796 -0.940
C -1.435 -0.010 5.295
C -6.143 -0.291 0.890
C 5.696 -1.341 3.560
C -1.802 2.754 7.907
C -5.311 3.229 -3.404
C -1.851 9.442 -0.652
C -1.873 0.135 1.474
C 5.105 -6.188 2.398
C -4.310 4.129 -2.716
C 1.656 -5.195 1.216
C -0.677 5.916 -1.138
C 5.955 3.963 -4.029
C -3.318 -4.203 -5.983
C -10.309 1.886 -2.865
C 0.513 4.327 -4.351
C -0.600 4.942 5.254
C -1.766 -6.598 1.727
C 4.678 3.042 -3.776
C -4.545 -3.217 3.912
C 1.609 -0.218 -3.558
C -8.041 -0.607 -1.572
C 4.174 2.434 -5.074
C 2.252 -0.707 -5.818
C -8.473 0.820 -1.992
C -0.247 -7.973 2.795
C 1.889 5.637 -5.724
C 0.902 -3.106 0.318
C 2.620 -2.897 4.870
C -0.787 4.446 6.697
C 2.343 -2.201 -5.714
C 4.474 6.203 3.346
C 4.067 -2.879 4.430
C 0.060 -2.808 -5.643
C 0.132 4.403 -2.852
C -3.754 3.447 -1.444
C 6.897 -4.651 -0.907
C -1.046 -3.770 -6.104
C 8.631 -3.932 -2.358
C -5.918 -1.539 4.782
C -7.771 0.662 2.571
C -0.565 -2.238 5.147
C -4.306 3.238 0.885
H 6.239 -2.261 0.496
H 1.531 -1.030 3.663
H 1.386 -1.173 -3.084
H 7.894 -3.347 -2.907
H 6.918 -5.232 0.014
H -5.892 0.970 -0.883
H 5.544 -3.171 -1.833
H 1.797 -3.165 2.987
H 5.298 -5.426 3.153
H -5.305 0.007 1.519
H 5.917 -0.281 3.433
H 2.737 -5.453 3.067
H 7.971 4.833 -5.414
H -3.564 -3.866 -6.990
H -0.568 -4.482 -3.416
H -4.168 -4.014 -5.327
H -0.833 -4.800 -5.816
H -5.761 3.649 -4.303
H 2.391 -2.437 -4.651
H 5.741 4.740 -4.762
H -2.453 -0.194 4.953
H -6.746 -2.248 4.794
H 1.030 4.286 -2.246
H 3.167 4.371 -3.570
H 0.556 3.907 2.977
H 1.310 0.234 2.635
H -1.281 10.345 -0.432
H -8.218 1.509 -1.187
H 0.923 0.488 -3.089
H -2.251 9.194 0.331
H -5.496 -1.495 5.786
H 0.341 -4.072 4.829
H -6.326 -0.556 4.548
H 4.902 -7.165 2.836
H 4.831 6.972 4.030
H 6.050 -6.351 1.881
H 6.324 4.362 -3.083
H 2.598 0.192 -3.349
H 0.654 -5.318 1.626
H -1.100 -3.782 -7.193
H -1.175 0.962 4.875
H 4.787 6.443 2.330
H 6.385 -1.849 4.234
H -6.444 -1.301 1.169
H 2.161 -0.494 -6.884
H -0.522 3.585 -2.551
H 4.303 -5.202 -0.157
H 2.128 4.824 -6.410
H 1.961 -3.737 -1.473
H 2.540 -3.917 5.247
H 4.952 5.291 3.703
H 0.308 -8.187 1.882
H 8.794 -4.901 -2.830
H -3.518 5.188 -4.336
H 0.149 6.332 -2.967
H -1.564 -2.641 5.308
H 2.945 4.157 3.520
H 0.334 6.087 -0.766
H 0.561 -2.785 -1.852
H -0.306 -1.787 -5.753
H -0.353 4.508 -4.987
H -1.525 -4.508 1.833
H 4.989 2.145 -3.241
H -2.636 -4.926 0.654
H -3.997 -3.081 1.871
H -6.959 0.983 3.224
H -11.392 1.853 -2.979
H 4.679 -3.295 5.231
H 4.312 -5.318 -1.780
H 1.603 -5.731 0.269
H -5.397 -3.873 3.730
H -4.780 5.075 -2.443
H 1.317 5.720 5.199
H -2.694 3.319 8.176
H 6.758 -5.475 -1.607
H -0.077 -3.320 0.746
H -2.678 -2.760 2.930
H 8.853 3.272 -5.436
H 1.147 -2.870 -7.289
H 2.654 -6.912 2.270
H -4.914 2.216 -3.479
H 5.402 -3.676 1.201
H 1.052 6.243 -6.073
H -3.368 3.761 1.070
H 0.059 4.403 7.383
H -4.226 -3.409 4.937
H -4.146 2.163 0.954
H -0.949 -8.800 2.908
H -8.564 1.407 2.522
H -1.052 5.929 5.150
H -6.167 3.108 -2.740
H -0.393 -6.117 -2.732
H -7.949 1.143 -2.892
H -6.284 -0.835 -2.500
H 3.320 -2.457 -6.122
H -1.468 5.067 7.277
H -3.550 2.401 -1.674
H 0.268 -2.908 -4.578
H 9.523 -3.328 -2.526
H 2.899 -3.711 0.759
H 2.385 4.855 1.922
H -1.318 -0.047 6.378
H -8.481 -0.822 -0.598
H -1.070 5.035 -0.631
H 3.263 -0.334 -5.658
H -8.457 -1.295 -2.308
H 1.149 0.336 4.202
H -1.284 -6.905 0.799
H -0.301 -3.490 3.346
H 3.271 1.822 -5.063
H 4.086 3.222 -5.821
H -2.818 -5.201 3.572
H -1.845 6.989 0.260
H 4.491 -2.415 0.402
H -10.084 2.765 -2.261
H 4.937 1.801 -5.527
H 2.935 3.098 -2.678
H -2.585 -7.289 1.924
H -2.039 1.690 7.925
H -3.138 -5.276 -5.916
H -4.792 -0.441 -0.837
H 2.785 6.243 -5.852
H -2.655 9.521 -1.385
H -9.862 2.140 -3.827
H -2.786 3.804 -1.093
H 2.445 -2.229 5.713
H -2.661 6.878 -1.349
H -0.061 -2.252 6.113
H 4.244 -3.424 3.503
H -8.160 -0.336 2.771
H 0.995 -5.220 -3.316
H -1.119 2.895 8.745
H 0.780 3.295 -4.579
H 5.651 -1.726 2.541
H -4.964 3.471 1.722
H 0.907 -2.020 0.416
H 0.431 -8.118 3.636
H -2.562 4.969 -3.142
H -1.173 4.387 4.512
H 0.447 5.606 2.874
H 8.736 4.192 -3.931
```

Mulliken population analysis, charges in e, atoms 1 to 99: 0.52 -0.16 -0.12 0.00 -0.07 0.13 -0.19 -0.08 -0.44 -0.32 0.11 -0.23 -0.38 -0.53 0.15 -0.33 -0.27 -0.42 -0.69 -0.01 -0.39 -0.38 -0.13 -0.50 -0.38 -0.22 -0.55 0.12 -0.34 0.07 -0.43 -0.41 1.89 -0.27 1.38 -0.42 -0.08 -0.37 -0.23 -0.40 -0.30 -0.44 -1.19 0.05 -1.20 0.84 -0.30 0.15 -0.72 -0.88 0.93 0.30 -0.94 -1.04 0.23 -0.98 -0.32 -0.42 -0.87 -1.57 -0.77 -0.30 -0.86 0.43 0.20 -0.09 -0.86 -0.84 -0.80 -0.73 -0.47 -1.16 0.72 -1.20 0.83 -0.89 -1.42 -0.04 0.05 -0.95 -1.03 0.52 -1.33 -0.83 -0.90 -0.69 0.62 0.94 -0.11 1.80 -0.78 -0.79 -0.71 -0.97 -0.83 -1.17 -0.25 0.72 0.08